# 1
The following is a quantum chemistry calculation of a structure of composition C20H19IN5O2OsS, from the OMol25 dataset.

```
49
Properties=species:S:1:pos:R:3:lowdin_charge:R:1
Os -0.1751 0.2817 0.0195 1.40
C -4.2047 3.6492 0.3709 0.03
N -4.3170 2.1876 0.2785 -0.08
C -5.4777 1.4996 0.0043 0.04
C -5.1674 0.1947 -0.0805 0.03
N -3.7954 0.0808 0.1510 0.03
C -3.3056 1.3244 0.3607 -0.60
S -1.7147 1.8054 0.7774 0.78
C -3.0993 -1.1557 0.0962 -0.20
C -3.8603 -2.2987 0.2802 0.04
C -3.3120 -3.5468 0.0566 0.04
C -2.0058 -3.6099 -0.3989 0.01
C -1.2973 -2.4411 -0.5076 -0.10
N -1.7804 -1.2098 -0.2052 -0.04
H -5.2028 4.0721 0.4219 0.11
H -3.7019 4.0420 -0.5110 0.11
H -3.6529 3.9346 1.2631 0.10
H -6.4338 1.9849 -0.1051 0.16
H -5.8082 -0.6328 -0.3220 0.14
H -4.8865 -2.2202 0.6050 0.13
H -3.9090 -4.4383 0.2022 0.15
H -1.5443 -4.5538 -0.6556 0.14
H -0.2944 -2.4544 -0.8767 0.08
C 5.3370 0.7285 0.3909 0.02
C 3.9756 0.1349 0.5945 -0.36
O 3.0784 0.7531 1.1242 0.07
C 3.7526 -1.2894 0.1628 -0.03
C 4.8166 -2.1352 0.0317 0.04
C 4.6440 -3.5223 -0.1562 0.08
C 3.3475 -4.0696 -0.2057 0.01
C 2.2604 -3.2608 -0.1261 0.05
C 2.3911 -1.8282 0.0133 -0.22
O 1.3251 -1.1146 -0.0256 -0.21
H 5.3007 1.8033 0.5396 0.10
H 5.7236 0.4989 -0.6026 0.11
H 6.0282 0.3103 1.1292 0.11
H 5.8232 -1.7513 0.1297 0.14
H 5.5109 -4.1677 -0.2192 0.14
H 3.2166 -5.1383 -0.3147 0.14
H 1.2700 -3.6807 -0.1870 0.11
I 1.4353 5.7324 -2.2885 1.01
C 1.2616 4.1066 -1.0185 -0.73
C 1.5180 4.0541 0.3461 -0.06
N 1.2638 2.8076 0.7575 0.00
N 0.8765 2.0268 -0.2761 -0.27
C 0.8674 2.8208 -1.3629 -0.17
H 1.8446 4.8278 1.0237 0.15
H 1.4719 2.4054 1.6574 0.16
H 0.6059 2.4522 -2.3426 0.13
```

Its HOMO-LUMO gap (alpha / beta) is 7.049 / 4.503 eV. For the energy above the lowest of the compared OMol25 structures with the same formula, charge and spin, the calculation gives 107.9 kJ/mol. Its spin multiplicity is 5. For the LUMO energy (alpha / beta), the calculation gives -9.32 / -11.85 eV. As for the charge: +3.



# 2
The following is a quantum chemistry calculation of a cluster of 7 separate species, C41H51F7IN2O23P in total, from the OMol25 dataset.

```
126
Properties=species:S:1:pos:R:3:lowdin_charge:R:1
C 0.5703 0.2721 6.1243 -0.11
O 0.8774 -1.1950 6.2016 -0.25
C -0.2611 -1.8137 5.4969 -0.25
C -0.0728 -3.3931 5.1199 -0.17
C 0.1894 -3.7241 3.5412 -0.19
C -0.7281 -2.8871 2.4757 -0.04
C -2.2739 -2.3613 2.7900 0.02
F -2.9754 -2.6630 4.0929 -0.08
C -3.1760 -1.4673 1.7146 0.00
C -4.6760 -0.9429 2.1174 -0.13
C -4.5352 0.6812 2.4307 -0.17
C -3.3400 1.0530 3.4927 -0.15
C -2.2632 2.1786 2.8857 -0.19
N -0.8288 1.6953 2.8887 0.00
C 0.1569 2.8582 3.0931 -0.30
C 1.4609 3.1312 2.0880 -0.05
O 0.0549 3.7184 4.1390 -0.09
C -2.5239 -1.1201 0.2515 0.04
C -1.0024 -1.6609 -0.0311 -0.01
C -0.0489 -2.5149 0.9933 -0.28
P 1.7364 -3.0147 0.4751 0.50
O 2.6034 -1.4804 0.4009 -0.45
I 1.6707 -4.1331 -1.7289 0.44
C -0.7646 -1.0693 -1.5414 -0.22
O 0.4509 -0.8161 -2.0350 -0.06
N -2.1568 -0.8528 -2.1493 0.00
C -2.2617 0.1504 -3.2763 -0.18
C -1.3831 -0.2107 -4.6135 -0.15
C -0.5313 1.0526 -5.2268 -0.37
C -1.3172 2.4931 -5.1876 -0.11
C 0.9561 1.2508 -4.5074 -0.11
C -3.1027 -0.3162 -1.0545 -0.20
O -4.0913 0.5829 -1.1450 -0.02
H 0.8572 0.6009 5.0384 0.09
H -0.6088 0.4352 6.2120 0.10
H 1.0726 0.8917 6.9805 0.11
H -1.1805 -1.7579 6.2564 0.14
H -0.5397 -1.1074 4.6081 0.10
H 0.8696 -3.7823 5.7377 0.13
H -0.9833 -4.0597 5.5065 0.12
H 1.3393 -3.5394 3.3141 0.10
H 0.0309 -4.9004 3.4136 0.14
H -5.3871 -1.1919 1.2222 0.11
H -5.0274 -1.4932 3.0894 0.12
H -4.2637 1.1882 1.3904 0.10
H -5.5832 1.1497 2.7362 0.11
H -2.8023 0.1245 3.9744 0.10
H -3.8719 1.6164 4.4008 0.09
H -2.4161 3.2074 3.4707 0.13
H -2.5168 2.4450 1.7502 0.13
H -0.5759 1.3078 1.9364 0.11
H 1.3362 4.1373 1.4605 0.11
H 1.6955 2.2192 1.3841 0.06
H 2.4486 3.3007 2.7319 0.10
H 2.2654 -0.9950 1.2329 0.07
H -3.3995 0.1972 -3.6316 0.14
H -2.0308 1.2141 -2.8119 0.14
H -0.6755 -1.1360 -4.4008 0.11
H -2.1200 -0.5713 -5.4806 0.12
H -0.3340 0.8074 -6.3688 0.13
H -2.4511 2.4303 -4.9013 0.08
H -1.2013 3.0295 -6.2460 0.09
H -0.7881 3.1510 -4.3725 0.08
H 1.3917 0.1718 -4.2904 0.07
H 1.7119 1.7598 -5.2728 0.08
H 0.8475 1.8866 -3.5301 0.08
O -9.2721 -2.8256 -3.6421 0.15
C -8.4450 -2.4578 -2.8245 -0.50
O -8.4925 -1.2560 -2.1726 0.08
C -7.4415 -1.2725 -1.2276 -0.08
C -6.5030 -2.2761 -1.8053 -0.34
F -5.8392 -2.9339 -0.8285 0.07
O -7.3571 -3.1902 -2.4549 0.14
H -7.8358 -1.5740 -0.2514 0.15
H -6.9852 -0.2836 -1.1314 0.14
H -5.7906 -1.8615 -2.5265 0.17
O 2.0510 6.1590 -5.2494 0.14
C 3.0720 5.4917 -5.2564 -0.50
O 4.3186 5.9940 -5.0008 0.08
C 5.1976 4.8874 -4.9762 -0.08
C 4.4669 3.8758 -5.7914 -0.33
F 4.7343 2.6233 -5.3585 0.07
O 3.1111 4.1569 -5.5273 0.12
H 5.3491 4.5672 -3.9399 0.12
H 6.1677 5.1476 -5.4083 0.15
H 4.6547 3.9464 -6.8681 0.18
O 6.3471 -5.9457 -6.8591 0.15
C 5.5676 -6.0237 -5.9241 -0.50
O 5.8155 -5.5239 -4.6750 0.08
C 4.6262 -5.6994 -3.9315 -0.10
C 3.9553 -6.8173 -4.6539 -0.33
F 2.6104 -6.6992 -4.5826 0.06
O 4.3473 -6.6258 -5.9943 0.14
H 4.0446 -4.7717 -3.9529 0.11
H 4.8479 -5.9505 -2.8908 0.14
H 4.2604 -7.8147 -4.3200 0.18
O -8.4361 3.2149 3.3196 0.15
C -7.6251 3.4098 4.2097 -0.50
O -7.8779 4.1562 5.3279 0.08
C -6.7426 4.0261 6.1599 -0.07
C -5.6710 3.6620 5.1899 -0.33
F -4.7495 2.8595 5.7682 0.06
O -6.3548 2.9170 4.2079 0.11
H -6.9252 3.2429 6.9032 0.15
H -6.5300 4.9628 6.6822 0.15
H -5.1773 4.5209 4.7231 0.18
O 7.3227 -4.6007 2.0799 0.15
C 6.9190 -3.4612 1.9176 -0.50
O 6.9595 -2.7957 0.7231 0.08
C 6.2837 -1.5708 0.9252 -0.08
C 6.3978 -1.3780 2.3988 -0.33
F 5.3210 -0.7200 2.8839 0.07
O 6.3799 -2.6931 2.9056 0.15
H 5.2457 -1.6694 0.5900 0.13
H 6.7590 -0.7632 0.3620 0.13
H 7.3170 -0.8737 2.7156 0.18
O 4.2586 4.4374 -1.9136 0.15
C 4.6890 3.4249 -1.3867 -0.49
O 3.9298 2.3203 -1.1130 0.08
C 4.8200 1.3331 -0.6325 -0.08
C 5.9626 2.1462 -0.1274 -0.33
F 7.1292 1.4775 -0.2667 0.07
O 5.9827 3.2592 -0.9921 0.15
H 5.1039 0.6689 -1.4556 0.16
H 4.3542 0.7355 0.1558 0.12
H 5.8487 2.4860 0.9075 0.18
```

Its HOMO-LUMO gap is 7.381 eV. As for the SMILES: COCCCc1c(F)c(CCCCNC(C)=O)c2c(c1P(O)I)C(=O)N(CCC(C)C)C2=O.O=C1OC[C@@H](F)O1.O=C1OC[C@@H](F)O1.O=C1OC[C@@H](F)O1.O=C1OC[C@@H](F)O1.O=C1OC[C@@H](F)O1.O=C1OC[C@@H](F)O1. Its spin multiplicity is 1. For the LUMO energy, the calculation gives -2.04 eV. As for the charge: 0.



# 3
The following is a quantum chemistry calculation of a cluster of 2 separate species, C7H12 in total, from the OMol25 dataset.

```
19
Properties=species:S:1:pos:R:3:lowdin_charge:R:1
C 1.4021 1.0252 -0.6614 -0.07
C 0.0046 0.6852 -1.1843 -0.34
C -0.3399 -0.8340 -1.1635 -0.11
C -1.1401 -0.5682 0.0990 -0.34
C -1.4845 -1.3199 1.1357 0.03
C 1.7047 -0.2200 1.6930 0.12
C -1.1434 0.9279 -0.1593 -0.11
H 2.1658 0.6764 -1.3704 0.08
H 1.8874 0.6152 0.4320 0.00
H 1.5068 2.1128 -0.5444 0.08
H -0.1560 1.1697 -2.1633 0.13
H -0.9742 -1.1334 -2.0079 0.11
H 0.4998 -1.5364 -1.0896 0.11
H -1.2887 -2.3909 1.1458 0.06
H -1.9757 -0.8926 2.0084 0.06
H 1.4832 -1.2850 1.4699 -0.04
H 0.8419 0.1122 2.3080 -0.03
H -0.9239 1.5861 0.6907 0.11
H -2.0700 1.2697 -0.6383 0.11
```

Its HOMO-LUMO gap (alpha / beta) is 7.994 / 7.956 eV. For the energy above the lowest of the compared OMol25 structures with the same formula, charge and spin, the calculation gives 592.2 kJ/mol. Its spin multiplicity is 1. For the LUMO energy (alpha / beta), the calculation gives -0.43 / -0.29 eV. As for the charge: 0.



# 4
The following is a quantum chemistry calculation of a structure of composition C31H38NOPSiSr, from the OMol25 dataset.

```
74
Properties=species:S:1:pos:R:3:lowdin_charge:R:1
C 0.6865 2.7068 -4.3073 -0.10
C -0.5867 2.2560 -3.9428 -0.05
C -0.7083 1.1163 -3.1254 -0.28
C 0.4299 0.4902 -2.6386 -0.15
C 1.6901 0.9318 -2.9916 -0.34
C 1.8320 2.0578 -3.8394 -0.05
C -2.0957 0.5563 -2.8017 -0.12
C -1.9982 -1.0129 -2.6376 -0.41
N -1.8937 -2.0797 -3.5222 -0.31
Sr -0.5127 -1.3590 -0.6225 1.16
C 2.8980 0.1645 -2.5047 -0.31
P 2.2693 -1.4154 -1.7615 0.76
H -1.4942 2.7251 -4.3067 0.10
H 2.8233 2.3834 -4.1495 0.10
H 0.7722 3.5510 -4.9850 0.09
H 3.4597 0.6903 -1.7106 0.09
H 3.6045 -0.0850 -3.3146 0.09
H -2.4200 0.9256 -1.7949 0.12
H -2.8889 0.8530 -3.5162 0.11
H -0.8041 -0.9816 -2.7358 0.04
C 3.7853 -1.9949 -0.9250 -0.31
C 2.2890 -2.4645 -3.2685 -0.27
H -2.5481 -1.3720 -1.7419 0.09
C -1.4914 -1.7712 -4.9145 -0.04
C -2.6786 -3.2893 -3.3295 -0.08
H 0.8544 -3.5755 0.0262 0.09
H -1.9850 -2.5412 -5.5306 0.08
H -1.8290 -0.7667 -5.2127 0.09
H -0.3931 -1.7899 -5.0938 0.08
H -3.0066 -3.5883 -4.3299 0.07
H -2.1469 -4.1555 -2.8865 0.08
H -3.5444 -3.0932 -2.6830 0.08
H 3.2743 -2.4106 -3.7561 0.05
H 2.0821 -3.5049 -2.9772 0.04
H 1.5148 -2.1440 -3.9804 0.02
H 4.6428 -2.0355 -1.6134 0.04
H 4.0156 -1.3166 -0.0913 0.03
H 3.5987 -2.9964 -0.5139 0.03
H -0.1004 -3.8476 -0.2882 0.06
O -0.6229 0.7384 0.5689 -0.52
Si -0.4666 1.0486 2.1353 0.41
C -0.7320 -0.6544 2.9181 -0.22
C -1.8822 -1.3885 2.5876 -0.13
C -1.9936 -2.7254 2.9894 -0.11
C -0.9840 -3.3147 3.7541 -0.10
C 0.1415 -2.5680 4.1225 -0.08
C 0.2698 -1.2405 3.6941 -0.08
C 1.2585 1.5934 2.6566 -0.24
C 1.5595 1.9164 3.9915 -0.12
C 2.8811 2.2011 4.3748 -0.09
C 3.9135 2.1379 3.4359 -0.10
C 3.6161 1.8227 2.1048 -0.09
C 2.2908 1.5910 1.7075 -0.08
C -1.7018 2.2786 2.8795 -0.20
C -3.0717 2.0148 2.7117 -0.10
C -4.0400 2.7775 3.3780 -0.10
C -3.6674 3.8337 4.2123 -0.10
C -2.3111 4.1524 4.3260 -0.09
C -1.3390 3.3989 3.6490 -0.09
H -2.7052 -0.9170 2.0354 0.09
H -2.8831 -3.2945 2.7037 0.10
H -1.0713 -4.3559 4.0708 0.10
H 0.9250 -3.0063 4.7392 0.10
H 1.1528 -0.6583 3.9687 0.10
H 0.7679 1.9515 4.7447 0.11
H 3.0901 2.4700 5.4110 0.10
H 4.9459 2.3372 3.7362 0.10
H 4.4207 1.7613 1.3696 0.10
H 2.0629 1.4013 0.6520 0.09
H -3.3978 1.2088 2.0509 0.09
H -5.0972 2.5539 3.2320 0.10
H -4.4230 4.4139 4.7459 0.10
H -2.0096 5.0053 4.9337 0.10
H -0.2930 3.6982 3.7275 0.09
```

Its HOMO-LUMO gap is 5.973 eV. For the energy above the lowest of the compared OMol25 structures with the same formula, charge and spin, the calculation gives 0.0 kJ/mol. Its spin multiplicity is 1. For the LUMO energy, the calculation gives -0.60 eV. As for the charge: 0.